(1)
C5H9NO as an isolated structure in a non-equilibrium geometry, computed with ωB97M-V/def2-TZVPD.

ORCA input file:
```
! RIJCOSX wB97M-V def2-TZVPD def2/J DEFGRID3
* xyz 0 1
O 1.264 0.174 2.214
N -1.507 -0.230 -0.788
C -0.114 -0.562 -1.117
C 0.250 0.175 1.463
C -0.032 1.323 0.493
C -0.511 0.838 -0.850
C 0.677 -1.258 -0.021
H 1.197 -0.720 0.956
H 0.187 -2.169 0.329
H 0.897 1.893 0.398
H -0.663 -0.404 1.716
H -0.781 1.943 1.000
H -0.567 1.557 -1.668
H -2.083 -0.233 -1.627
H 0.098 -0.869 -2.144
H 1.689 -1.456 -0.357
*
```

Energy above the lowest of the compared OMol25 structures with the same formula, charge and spin: 108.1 kcal/mol
Strongest force on any atom: 3.501 eV/Å
E_LUMO: 0.85 eV
Orbital gap: 10.07 eV


(2)
One molecule with the formula C5H9NO, computed with ωB97M-V/def2-TZVPD.

ORCA input file:
```
! RIJCOSX wB97M-V def2-TZVPD def2/J DEFGRID3
* xyz 0 1
O 1.045 1.940 -1.185
N -0.470 -0.707 0.967
C 0.894 0.648 -0.757
C -0.626 0.705 1.419
C -0.039 0.354 0.140
C -1.760 -1.277 0.561
C 1.933 -0.295 -1.269
H 1.955 -1.180 -0.621
H -1.635 1.091 1.536
H 0.064 0.974 2.218
H 2.893 0.236 -1.192
H -2.480 -0.508 0.234
H -2.189 -1.813 1.412
H -1.623 -1.989 -0.257
H 0.251 2.407 -0.892
H 1.788 -0.585 -2.315
*
```

Energy above the lowest of the compared OMol25 structures with the same formula, charge and spin: 75.5 kcal/mol
SMILES: C/C(O)=C1/CN1C
Strongest force on any atom: 0.442 eV/Å
E_LUMO: 0.87 eV
Orbital gap: 8.91 eV